Entry 1:
104
Properties=species:S:1:pos:R:3:forces:R:3:mulliken_charge:R:1 method="wB97M-V/def2-TZVPD" relative_energy_kcal_mol=162.3 homo_ev=-10.858 total_charge=+2
Na -4.5730 -2.3894 3.0345 -0.1 0.5 -0.2 0.992
Na 3.4420 -5.3402 0.0563 0.4 0.3 -0.2 0.980
Na -0.5157 -4.5984 4.7330 0.4 0.3 0.3 0.988
B 0.3451 -0.1768 1.9018 1.0 0.7 -0.1 0.564
F 0.9051 1.0615 1.7945 -0.6 1.9 0.4 -0.350
F 1.0320 -0.8807 0.9622 0.7 -2.5 -1.6 -0.404
F 0.6158 -0.6798 3.1650 -0.1 -1.1 1.6 -0.407
F -1.0180 -0.2907 1.6734 -1.3 0.1 -0.1 -0.407
C -5.1366 -2.7693 -2.1374 0.0 0.9 -1.4 -0.642
O -4.5097 -2.4839 -3.3713 0.5 -2.3 -0.5 -0.386
C -4.5894 -1.2115 -3.8816 -1.2 2.1 2.3 -0.400
C -3.6706 -0.2552 -3.0515 1.8 -0.4 -2.6 -0.928
N -2.2673 -0.7724 -3.1666 -0.8 -0.3 2.1 -0.239
C -1.5233 -0.2138 -4.2709 -0.7 -0.9 0.1 -0.533
C -0.1626 -0.8679 -4.3621 -0.6 0.4 -0.1 -0.607
O -0.1210 -2.2810 -4.5968 2.0 1.5 0.1 -0.329
C 1.2663 -2.6434 -4.8446 -0.5 -1.7 0.7 -0.805
H -5.3181 -3.8441 -2.1413 0.3 0.1 0.4 0.255
H -6.0950 -2.2507 -2.1119 -0.4 0.0 0.2 0.361
H -4.5314 -2.3677 -1.3247 0.2 -0.4 0.4 0.160
H -5.6091 -0.8896 -3.6703 -0.5 0.5 -0.1 0.369
H -4.5537 -1.1251 -4.9676 0.9 -0.5 0.1 0.304
H -3.9637 -0.0827 -2.0159 -0.1 -0.4 -0.1 0.391
H -3.5664 0.7034 -3.5597 -1.0 0.5 0.2 0.496
H -1.8243 -0.5424 -2.2886 0.4 -0.1 0.1 0.218
H -1.2347 0.8192 -4.0769 -0.5 0.6 -0.5 0.312
H -2.2655 -0.3532 -5.0569 0.8 0.4 -0.9 0.405
H 0.1930 -0.5220 -3.3915 0.8 -0.9 0.6 0.270
H 0.4692 -0.3171 -5.0589 -0.1 -0.2 -0.5 0.446
H 2.1185 -1.9778 -4.7077 -0.8 1.4 -0.9 0.388
H 1.3038 -3.2319 -5.7613 0.2 0.4 -0.2 0.284
H 1.6316 -3.3126 -4.0657 -0.7 -0.8 0.4 0.217
C 7.0554 1.9481 -0.5242 0.4 0.8 0.2 -0.676
O 7.9917 0.9683 -0.8141 0.9 -1.1 -0.9 -0.365
C 8.0379 -0.2057 -0.0516 -0.6 0.2 0.1 -0.328
C 6.9515 -1.2212 -0.4759 1.1 -0.3 0.2 -0.649
N 6.8079 -2.3383 0.5207 0.0 1.0 -0.9 -0.394
C 8.0715 -3.0698 0.6866 0.4 -0.1 0.5 -0.696
C 8.6005 -3.8058 -0.5105 0.3 -1.7 -0.5 -0.493
O 7.9158 -5.0748 -0.5411 -1.2 0.4 0.5 -0.319
C 8.1560 -5.8970 -1.6309 0.4 -0.4 -0.8 -0.759
H 6.0221 1.6107 -0.4434 -0.1 -0.1 -0.4 0.299
H 7.2497 2.6611 -1.3255 -0.8 0.2 0.1 0.246
H 7.3011 2.4591 0.4068 0.0 0.0 0.3 0.286
H 7.8505 0.0763 0.9845 0.1 -0.2 0.5 0.322
H 9.0512 -0.5994 -0.1312 -0.1 0.0 -0.1 0.226
H 7.2259 -1.6806 -1.4255 -0.1 0.2 -0.1 0.172
H 6.0614 -0.6116 -0.6321 -0.4 -0.6 0.2 0.410
H 6.6516 -1.8394 1.3849 -0.2 -0.2 0.4 0.313
H 7.9282 -3.8314 1.4531 -0.2 -0.1 0.0 0.383
H 8.9083 -2.5025 1.0940 -0.1 0.7 -0.1 0.389
H 9.6570 -4.0567 -0.4151 0.3 0.2 0.6 0.408
H 8.6015 -3.3234 -1.4879 -0.7 0.3 -0.1 0.393
H 7.4531 -6.7232 -1.7379 -0.5 0.2 0.6 0.237
H 9.1081 -6.4192 -1.5376 0.5 0.3 -0.3 0.291
H 8.0623 -5.3483 -2.5681 0.4 0.1 -0.2 0.324
C 2.3632 -3.5515 7.5524 -0.7 1.2 0.8 -0.709
O 1.1707 -3.1305 8.2330 -0.7 -0.8 -1.1 -0.265
C 1.2333 -2.4883 9.4578 1.1 1.6 1.8 -0.478
C -0.1705 -2.1289 10.0808 1.0 -2.4 -1.3 -1.010
N -1.0214 -1.2711 9.3239 0.2 1.7 -0.3 -0.192
C -0.4603 0.0782 9.0318 -1.1 -0.1 1.3 -0.452
C -1.5463 1.2038 8.9366 0.0 -1.3 -0.2 -0.703
O -2.4933 0.8825 7.9036 0.3 -0.7 1.5 -0.374
C -2.0646 1.2717 6.6702 0.2 0.9 -1.6 -0.621
H 2.6773 -2.7598 6.8723 -0.2 -0.1 -0.5 0.304
H 2.0453 -4.4685 7.0564 0.6 -0.1 -0.1 0.118
H 3.2369 -3.6630 8.1946 -0.2 -0.6 0.4 0.344
H 1.8723 -1.6056 9.4342 -0.2 0.8 -0.8 0.395
H 1.8727 -3.0159 10.1657 -0.5 -1.0 0.4 0.491
H -0.0564 -1.9114 11.1428 0.1 0.6 -0.2 0.392
H -0.6657 -3.0995 10.0531 -0.3 -0.2 0.3 0.369
H -1.3769 -1.7476 8.5074 0.1 0.2 0.0 0.219
H 0.2544 0.1154 8.2096 -0.3 -0.1 -0.5 0.273
H 0.1602 0.3028 9.8994 0.0 0.2 0.2 0.454
H -1.0060 2.1416 8.8075 -0.2 0.3 -0.5 0.365
H -2.2104 1.3498 9.7886 0.6 -0.5 0.5 0.352
H -2.4111 2.2955 6.5297 0.4 0.3 -0.5 0.305
H -2.4954 0.6742 5.8667 -0.4 -0.2 0.1 0.100
H -0.9881 1.1915 6.5185 0.2 0.2 0.1 0.340
C -5.0086 2.4042 -7.8707 -1.0 -1.7 -1.3 -0.759
O -5.3306 3.2258 -6.8384 -0.5 2.5 1.9 -0.229
C -6.2830 4.2584 -7.2909 0.5 -0.2 0.8 -0.760
C -6.6924 5.2161 -6.1494 0.8 -1.4 -0.8 -0.538
N -5.5511 5.9707 -5.7208 0.5 -0.8 -0.2 -0.304
C -5.8217 6.8717 -4.6771 -0.1 0.8 3.5 -0.696
C -5.6087 6.1771 -3.2560 1.1 -0.7 -0.7 -0.668
O -4.1929 5.9614 -3.1299 0.2 0.3 -1.4 -0.355
C -3.8624 5.2657 -1.9723 0.0 1.3 0.7 -0.719
H -5.9311 1.8545 -8.0572 -0.5 0.1 -1.3 0.321
H -4.4052 1.5173 -7.6773 0.9 0.7 0.9 0.212
H -4.6138 2.9551 -8.7244 -0.1 -0.2 -0.3 0.311
H -7.1840 3.7501 -7.6344 0.0 -0.1 -0.4 0.444
H -5.8019 4.8439 -8.0744 -0.1 -0.1 -0.2 0.393
H -7.0572 4.5500 -5.3675 -0.6 0.1 0.4 0.271
H -7.4443 5.9256 -6.4949 -0.2 -0.3 -0.1 0.424
H -4.9647 5.3430 -5.1895 0.9 -0.7 -1.0 0.234
H -6.8367 7.2657 -4.6255 0.0 0.3 -0.6 0.335
H -5.0452 7.6362 -4.7027 -0.4 0.5 0.1 0.374
H -5.9967 5.1589 -3.2270 -0.8 -0.2 -0.4 0.336
H -5.9838 6.6246 -2.3356 -0.1 0.8 -0.2 0.540
H -2.7875 5.2285 -1.7956 0.1 -0.2 -0.6 0.260
H -4.3066 4.2713 -1.9276 -0.2 -0.1 0.2 0.234
H -4.2033 5.9710 -1.2144 -0.4 -0.7 1.1 0.342


Entry 2:
109
Properties=species:S:1:pos:R:3:forces:R:3:mulliken_spin:R:1 method="wB97M-V/def2-TZVPD" s_squared=0.753 multiplicity=2 homo_ev="0.741 / -3.108" total_charge=-2
O 2.6593 -2.2318 1.0173 1.2 -2.1 1.4 0.150
C 1.9918 -1.3295 0.5685 2.8 1.7 -3.9 0.118
O 0.8244 -0.9963 0.9679 -4.7 -0.1 2.6 0.047
B 0.2414 0.0288 0.1565 2.5 -0.6 0.5 0.014
O 1.2855 0.3836 -0.7534 -1.1 2.0 -1.7 0.052
C 2.3140 -0.4348 -0.5545 3.4 -3.3 1.7 0.483
O 3.4866 -0.4022 -1.0944 -1.4 0.9 -0.5 0.151
O -0.0796 1.1901 1.0215 -0.3 0.7 0.2 -0.028
C -1.3158 1.4805 0.8837 -2.0 1.6 0.9 -0.002
O -1.9025 2.4482 1.3935 0.7 -1.3 -0.8 -0.001
C -2.0016 0.3961 -0.0227 0.8 -0.1 0.0 0.004
O -1.0048 -0.3932 -0.4280 -2.4 0.4 -0.4 0.006
O -3.1766 0.3044 -0.2739 0.4 0.0 0.0 0.000
C -4.7068 4.4959 4.3748 0.8 -1.9 0.2 0.000
O -3.3203 4.5323 4.0275 -0.1 0.9 0.0 0.000
H -5.3783 4.6285 3.5265 0.0 0.5 0.2 0.000
H -4.8164 3.4580 4.6891 -0.7 -0.2 0.1 0.000
H -4.9301 5.0596 5.2807 0.1 0.6 -0.4 0.000
H -3.2294 4.5488 3.0720 0.0 -0.1 -0.1 0.000
C -2.3247 1.4813 -3.6834 0.6 1.0 -0.3 0.000
O -1.0299 1.6707 -4.3169 -0.9 -0.6 0.4 0.000
H -2.2436 0.6643 -2.9664 -0.1 0.0 -0.3 0.000
H -2.6408 2.3856 -3.1633 0.4 0.1 0.5 0.000
H -3.1379 1.3766 -4.4016 0.1 -0.8 -0.3 0.000
H -1.0484 2.4728 -4.8439 -0.1 0.0 0.1 0.000
C 5.9382 -2.6353 -3.1362 -0.4 -0.4 0.7 0.000
O 6.5713 -3.1457 -4.0391 0.7 -0.4 -1.1 0.000
N 5.2138 -3.2840 -2.2429 -1.4 -4.1 1.5 0.001
N 5.8297 -1.3708 -2.8446 1.3 4.5 -0.9 0.004
H 4.8191 -2.9301 -1.3832 -0.1 0.5 -0.3 0.000
H 5.1587 -4.2860 -2.3578 0.0 0.2 0.1 0.000
H 6.3517 -0.7197 -3.4135 -0.2 -0.1 0.2 0.001
H 5.2163 -1.0006 -2.1327 -0.4 0.0 0.0 0.001
C 0.4515 -5.0885 -0.5160 2.5 -0.5 -0.4 0.004
O 1.4957 -5.5012 -0.9140 3.2 -1.2 -1.1 -0.001
N 0.3015 -4.4205 0.5876 -0.8 1.5 3.5 -0.001
N -0.6544 -5.2669 -1.1520 -5.3 -0.5 -1.7 0.000
H -0.6346 -4.1137 0.8106 0.7 0.5 0.5 -0.001
H 1.0711 -4.2850 1.2275 -0.1 0.3 -0.6 -0.005
H -0.7951 -5.7242 -2.0415 0.5 0.2 0.5 0.000
H -1.4463 -5.0186 -0.5763 -0.5 -0.3 -1.0 0.000
C 1.9496 4.2096 1.9098 0.1 -0.9 1.2 0.001
O 3.0325 4.6101 2.1262 5.2 2.6 0.9 0.000
N 1.1098 3.9046 2.8301 -3.7 -0.1 6.1 0.000
N 1.5043 3.8120 0.8090 -1.9 -1.3 -7.8 0.001
H 0.1492 3.6398 2.6652 0.3 -0.2 0.1 0.000
H 1.3640 4.1442 3.7777 -0.2 -0.1 -0.2 0.000
H 2.1195 3.7420 0.0110 -0.1 0.1 -0.2 0.001
H 0.5975 3.3730 0.7377 0.5 0.0 -0.1 -0.001
C 1.5359 -3.3736 3.7850 0.5 0.3 0.7 0.007
C 1.1598 -4.3423 4.9077 0.5 0.1 -1.0 0.002
C 1.5597 -3.8213 6.2653 0.4 0.1 0.6 0.000
O -0.2092 -4.5668 4.8686 -2.1 -0.2 0.7 0.000
H 0.9597 -2.4548 3.8939 -0.2 0.0 0.0 -0.001
H 1.3771 -3.7313 2.7677 0.2 0.0 0.5 -0.003
H 2.5713 -3.0495 3.8897 0.1 -0.2 -0.3 -0.001
H 1.6345 -5.3108 4.7509 0.5 -0.2 -0.1 0.000
H 2.5888 -4.1370 6.4372 0.3 0.5 -0.1 0.000
H 1.0490 -4.2198 7.1419 -0.6 -0.4 -0.4 0.000
H 1.4610 -2.7380 6.3348 0.2 0.1 -0.1 0.000
H -0.5121 -4.7338 3.9731 0.2 0.1 -0.1 0.000
C 5.1401 2.6942 -1.8804 0.0 0.2 -1.4 0.003
C 3.8070 2.7354 -2.7373 0.9 0.4 1.6 0.002
C 3.5252 1.6213 -3.7333 -0.1 -0.8 1.2 -0.014
O 2.7349 2.8957 -1.7804 0.3 0.6 -1.2 0.001
H 5.2358 3.6202 -1.3136 -0.5 0.0 0.2 0.000
H 5.9665 2.7885 -2.5850 0.3 -0.3 -0.3 0.000
H 5.3659 1.8570 -1.2199 -0.7 -0.2 -0.2 0.000
H 3.9199 3.6579 -3.3069 -0.4 0.4 0.2 0.000
H 4.4309 1.2304 -4.1970 0.0 0.2 -0.2 0.000
H 2.7370 1.8267 -4.4577 0.2 0.4 -0.1 0.000
H 3.1345 0.8151 -3.1125 0.1 -0.4 -0.1 0.003
H 2.5894 2.0288 -1.3945 -0.2 -0.6 0.2 -0.007
C -0.5081 0.0495 5.6194 1.1 -0.4 0.0 0.000
C -1.1705 0.3798 4.2955 0.0 -0.9 1.7 0.001
C -2.5111 -0.3613 4.3605 -0.6 0.7 -0.3 0.000
O -1.2232 1.7786 4.2759 0.0 0.8 0.3 0.000
H -0.9894 0.5317 6.4702 -0.3 -0.1 -0.1 0.000
H 0.5431 0.3373 5.6398 0.1 0.2 -0.1 0.000
H -0.5055 -1.0378 5.6962 -0.1 -0.1 0.4 0.000
H -0.5020 -0.0308 3.5387 -0.3 0.1 -0.6 -0.001
H -3.1388 0.0093 3.5502 -0.3 -0.4 -0.1 0.000
H -3.0348 -0.1851 5.3001 0.0 0.8 0.2 0.000
H -2.4771 -1.4492 4.4190 0.6 -0.1 -0.8 0.000
H -1.8995 2.2225 3.7590 -0.2 -0.5 -0.5 0.000
C 0.2895 -2.6017 -3.0795 0.7 1.0 1.2 0.030
C 1.0898 -1.8513 -4.1132 2.4 -1.7 1.8 -0.012
C 2.2958 -2.7526 -4.5464 -0.1 0.7 -0.2 0.001
O 0.2196 -1.6694 -5.1082 -2.4 0.7 -4.5 0.000
H -0.5149 -1.9328 -2.7736 -0.1 -0.1 0.4 -0.004
H 0.9705 -2.8119 -2.2548 -0.5 -0.4 0.4 -0.012
H -0.1656 -3.4844 -3.5288 0.3 -0.1 0.0 0.001
H 1.4311 -0.8413 -3.8862 0.5 -0.3 1.2 0.006
H 2.7885 -3.3088 -3.7489 -0.4 0.2 0.4 0.000
H 3.1109 -2.1641 -4.9675 -0.1 0.1 -0.4 0.000
H 1.9540 -3.4871 -5.2756 -0.1 0.0 -0.2 0.000
H -0.2845 -0.8746 -4.9186 -0.1 0.1 -0.1 0.000
C -7.0769 3.9670 -3.4581 0.0 -1.3 -1.0 0.000
C -7.0632 2.5793 -2.7862 2.1 0.3 1.1 0.000
C -5.7561 2.3054 -1.9597 -0.5 0.3 -0.3 0.000
O -8.1477 2.5443 -1.9127 -1.3 -0.1 0.5 0.000
H -6.2848 3.9866 -4.2066 0.5 0.3 0.4 0.000
H -7.0534 4.8166 -2.7756 0.2 -0.3 0.1 0.000
H -7.9395 4.0554 -4.1186 -0.5 0.0 0.4 0.000
H -7.0784 1.7174 -3.4532 -0.5 0.3 -0.8 0.000
H -5.6174 1.2644 -1.6677 -0.3 -0.3 -0.3 0.000
H -5.8013 2.8076 -0.9933 0.2 0.6 -0.2 0.000
H -4.8806 2.5699 -2.5527 0.1 0.2 0.3 0.000
H -8.0607 1.7673 -1.3557 0.0 -0.1 0.1 0.000